# 1
DFT (the ωB97M-V functional and the def2-TZVPD basis) results for a molecular structure, C30H35ClN2O5PPdS.

XYZ file:
```
76
Properties=species:S:1:pos:R:3
Pd 0.60388 0.08200 0.12686
Cl 3.71392 0.22411 -1.10290
C 4.01182 -1.42726 -0.66504
C 5.34102 -1.79866 -0.50999
C 5.66352 -3.10287 -0.17920
C 4.65008 -4.03389 -0.01120
C 3.32814 -3.64878 -0.16732
C 2.96680 -2.33718 -0.49034
P 1.19648 -1.79908 -0.62607
C 0.35893 -3.33632 -0.05990
C 0.29156 -3.56222 1.31631
C -0.43850 -4.61820 1.83220
C -1.14142 -5.46363 0.97962
C -1.07478 -5.25594 -0.38881
C -0.32292 -4.20446 -0.90629
C 0.96332 -1.93176 -2.44835
C 1.84090 -2.56663 -3.32162
C 1.56756 -2.62032 -4.68340
C 0.40477 -2.05585 -5.18522
C -0.48172 -1.42541 -4.32023
C -0.19859 -1.35465 -2.96520
H 6.11129 -1.05270 -0.65126
H 6.70117 -3.38624 -0.05596
H 4.88424 -5.06040 0.24146
H 2.54839 -4.38640 -0.03361
H 0.78822 -2.86718 1.98551
H -0.49571 -4.76143 2.90435
H -1.75806 -6.25645 1.38414
H -1.62040 -5.90637 -1.06281
H -0.29005 -4.05125 -1.97794
H 2.74935 -3.02010 -2.94329
H 2.26736 -3.10760 -5.35176
H 0.19310 -2.09810 -6.24672
H -1.38837 -0.97254 -4.70227
H -0.87320 -0.83904 -2.28797
C -0.27975 3.04237 -0.99381
S -0.11147 2.87151 0.77922
O -0.56863 4.11374 1.36270
O -0.97489 1.70833 1.11515
O 1.29285 2.53356 0.99807
H -1.33022 3.18716 -1.23810
H 0.09263 2.12993 -1.46319
H 0.30988 3.89977 -1.31167
C -5.74217 -6.08294 -1.05997
C -6.50863 -5.06932 -0.22085
N -5.67164 -3.95770 0.21554
C -5.90170 -2.66170 -0.41080
C -5.50162 -2.61540 -1.87910
C -4.84765 -4.18815 1.27605
O -4.85633 -5.26094 1.86917
C -3.87802 -3.11893 1.66168
C -3.69653 -2.79021 2.99709
C -2.75201 -1.83170 3.32501
C -1.99930 -1.26029 2.30569
N -2.14372 -1.60177 1.02916
C -3.06649 -2.49578 0.72006
H -6.39955 -6.89824 -1.36762
H -4.92527 -6.50244 -0.47399
H -5.32611 -5.61764 -1.95423
H -6.91842 -5.56065 0.66252
H -7.33946 -4.64753 -0.78961
H -5.36648 -1.89834 0.14743
H -6.96884 -2.42990 -0.31736
H -4.45500 -2.89022 -2.01018
H -5.63284 -1.60445 -2.26578
H -6.11169 -3.29312 -2.47926
H -4.28793 -3.28792 3.75574
H -2.59428 -1.52848 4.35148
H -1.25212 -0.49720 2.50448
H -3.14765 -2.75167 -0.33140
C -3.90125 1.79389 -0.16536
O -3.02125 0.84570 -0.72863
H -3.39306 2.72973 0.08486
H -4.37406 1.41791 0.75100
H -4.68518 2.00197 -0.89670
H -2.23119 0.83358 -0.15796
```

Results
HOMO, eV: -3.99
Energy above the lowest of the compared OMol25 structures with the same formula, charge and spin, kcal/mol: 9.57
Spin multiplicity: 1
Frontier orbital gap, eV: 6.523
Largest force on an atom, eV Å⁻¹: 0.72
Net charge: -1

***

# 2
DFT (the ωB97M-V functional and the def2-TZVPD basis) results for a molecular structure, C30H35ClN4PS4V.

XYZ file:
```
76
Properties=species:S:1:pos:R:3
V -0.39398 0.64795 1.31694
S -3.81917 1.25885 4.06420
C -2.60613 0.82787 3.06797
S -0.94346 0.48605 3.60662
S -2.77588 0.66450 1.30332
N 2.49846 2.93696 -1.23774
C 1.90182 3.16843 0.11969
C 0.78602 4.20131 -0.01372
C 0.00104 4.23403 1.28420
N -0.75868 2.98279 1.33734
C 0.92296 4.47914 2.46766
C 2.14180 3.57583 2.53198
N 1.74955 2.19906 2.82959
C 2.89377 3.56586 1.19426
H 1.73917 2.40166 -1.70135
H 3.32985 2.34556 -1.20346
H 2.74024 3.80034 -1.72353
H 1.47277 2.20608 0.38526
H 0.11899 3.96954 -0.84801
H 1.23343 5.18601 -0.20114
H -0.69782 5.07702 1.25473
H -1.50392 3.00320 0.64202
H -1.27440 2.92100 2.21797
H 0.36666 4.40976 3.40588
H 1.27570 5.51218 2.39154
H 2.80659 3.99207 3.29790
H 1.12517 2.15007 3.63012
H 2.56543 1.64184 3.06149
H 3.72348 2.85437 1.24647
H 3.31641 4.55422 0.98108
Cl 2.20591 -0.10687 0.56344
C 2.27248 -1.80238 1.13230
C 3.52194 -2.29747 1.43994
C 3.60702 -3.60271 1.90920
C 2.45886 -4.36653 2.05129
C 1.21928 -3.83583 1.71908
C 1.09966 -2.53457 1.24468
P -0.49253 -1.72389 0.84357
C -0.60314 -1.95399 -0.97530
C 0.35965 -2.60679 -1.73781
C 0.19273 -2.75639 -3.10920
C -0.93814 -2.24904 -3.73100
C -1.89833 -1.57826 -2.98088
C -1.73018 -1.42903 -1.61366
C -1.72831 -2.88410 1.50764
C -1.99627 -2.87510 2.87574
C -2.84841 -3.81954 3.42558
C -3.43664 -4.78502 2.62040
C -3.17604 -4.79947 1.25804
C -2.32385 -3.85466 0.70450
H 4.40234 -1.68176 1.32451
H 4.57395 -4.01285 2.16688
H 2.52704 -5.37883 2.42506
H 0.32426 -4.43637 1.83214
H 1.23937 -3.02498 -1.26468
H 0.93639 -3.29262 -3.68328
H -1.08245 -2.38986 -4.79558
H -2.78773 -1.18493 -3.45640
H -2.49121 -0.92096 -1.03108
H -1.54819 -2.12189 3.51458
H -3.05605 -3.79511 4.48673
H -4.09767 -5.52469 3.05249
H -3.63216 -5.54668 0.62258
H -2.13432 -3.88358 -0.36052
S 0.33758 0.83106 -1.84681
C -0.43830 0.99552 -3.35071
N -0.41672 -0.05755 -4.20622
C -1.02918 -0.11138 -5.41288
C -1.72296 0.96657 -5.86653
C -1.78366 2.09977 -5.03250
C -1.16762 2.11873 -3.81395
H 0.06369 -0.88062 -3.85613
H -0.92434 -1.03644 -5.95907
H -2.21540 0.93186 -6.82518
H -2.33693 2.97060 -5.36019
H -1.24134 2.97506 -3.16012
```

Results
HOMO (alpha / beta), eV: -8.83 / -8.86
<S²>: 3.770
Energy above the lowest of the compared OMol25 structures with the same formula, charge and spin, kcal/mol: 35.94
Spin multiplicity: 4
Frontier orbital gap (alpha / beta), eV: 5.791 / 5.819
Largest force on an atom, eV Å⁻¹: 2.96
Net charge: +1

***

# 3
DFT (the ωB97M-V functional and the def2-TZVPD basis) results for a molecular structure, C30H35CoF3N7O3S3.

XYZ file:
```
82
Properties=species:S:1:pos:R:3
Co 0.43520 0.66197 0.06806
S -0.94795 1.67804 1.84989
C -1.57339 3.08221 1.04551
C -2.66886 3.76871 1.69983
N -3.52144 4.31569 2.25078
C -1.06918 3.56604 -0.10222
S 0.26853 2.82633 -0.91842
C -1.62327 4.76050 -0.70589
N -2.03834 5.70793 -1.21478
N -0.27463 -0.98073 3.43429
C -1.12508 -1.79500 2.73733
N -1.05761 -2.02273 1.47427
C -1.91982 -3.04273 1.09614
C -2.08775 -3.51485 -0.20492
C -2.97178 -4.55966 -0.43597
C -3.68903 -5.14588 0.60868
C -3.55594 -4.66587 1.90737
C -2.67796 -3.61292 2.13352
S -2.29811 -2.80404 3.62732
H 0.30476 -0.40700 2.82751
H -0.64978 -0.50018 4.23429
H -1.54161 -3.04073 -1.01490
H -3.11383 -4.91906 -1.44925
H -4.36102 -5.97292 0.40835
H -4.13033 -5.09334 2.72282
C 4.61668 -0.12246 -2.92495
N 3.46818 0.77687 -2.82350
C 3.68016 1.87155 -1.87630
C 2.19854 0.21164 -2.79926
O 1.38302 0.42156 -1.91213
N 1.86175 -0.57614 -3.87112
C 0.55934 -1.23889 -3.86308
C 2.52220 -0.50187 -5.15627
H 4.98442 -0.38707 -1.93349
H 5.42475 0.36389 -3.48104
H 4.34387 -1.04384 -3.43804
H 4.43867 2.54343 -2.28782
H 4.01791 1.50433 -0.90048
H 2.75637 2.42521 -1.73078
H 0.08240 -1.12175 -2.89739
H 0.67756 -2.30461 -4.08517
H -0.09983 -0.79371 -4.61291
H 3.26222 0.29172 -5.15659
H 1.78034 -0.28634 -5.93012
H 3.01195 -1.44652 -5.41728
C 2.09834 -3.22247 1.75826
C 2.77032 -2.87187 0.42405
C 1.74399 -2.79588 -0.71654
C 3.62803 -1.62658 0.59570
C 4.99877 -1.79544 0.45682
C 5.92108 -0.79890 0.74450
C 5.43029 0.36631 1.31508
C 4.07213 0.60662 1.50445
C 3.71268 1.83236 2.34843
C 3.02715 1.38591 3.64823
C 2.88134 2.91534 1.64660
C 3.09568 -0.33950 1.00079
N 1.78573 -0.02420 0.94610
H 1.50086 -4.13997 1.67276
H 1.43579 -2.41392 2.05337
H 2.85039 -3.36173 2.54328
H 3.45939 -3.68266 0.18256
H 1.02302 -2.00110 -0.54654
H 1.19511 -3.74179 -0.78985
H 2.24853 -2.61205 -1.67419
H 5.36053 -2.75980 0.11266
H 6.98294 -0.94529 0.58188
H 6.13287 1.12298 1.65324
H 4.66611 2.28990 2.62045
H 2.11170 0.83914 3.41655
H 2.76188 2.25236 4.26552
H 3.68105 0.72877 4.22752
H 1.95946 2.51603 1.24987
H 3.44007 3.36272 0.81580
H 2.62254 3.71096 2.35461
F -3.59457 -0.37470 0.34864
C -3.55632 -0.07525 -0.95854
F -3.85854 1.22926 -1.08699
F -4.54579 -0.77436 -1.55380
C -2.17548 -0.38291 -1.58922
O -2.19982 -0.89879 -2.71216
O -1.21004 -0.07036 -0.84470
```

Results
HOMO (alpha / beta), eV: -1.65 / -1.62
Spin multiplicity: 1
Frontier orbital gap (alpha / beta), eV: 5.721 / 5.688
Largest force on an atom, eV Å⁻¹: 1.42
Net charge: -2